ORCA calculation (ωB97M-V/def2-TZVPD) on C2H4O3Sm as an isolated structure.

Structure (XYZ):
```
10
Properties=species:S:1:pos:R:3:forces:R:3
O -1.40488 0.92169 0.63372 0.46 0.40 0.65
C -0.48053 0.55307 1.42010 -0.08 -0.19 -0.80
C 0.29639 -0.61177 1.03246 -2.36 -0.90 1.93
O -0.41126 -1.40981 0.28180 1.16 0.32 -1.34
H -0.39930 0.96650 2.43407 0.26 0.33 -0.38
H 0.88278 -1.09972 1.82818 0.55 0.37 -0.60
Sm -1.54265 -0.18612 -1.42468 -0.71 -0.51 0.77
O 0.67740 0.17725 -2.09446 2.57 -1.03 3.69
H 0.92817 0.67829 -2.87602 1.16 0.13 0.31
H 1.45390 0.01062 -1.23517 -3.01 1.10 -4.23
```
Positions in Å, forces in eV/Å.

Its expectation value of S² is 15.76. As for the total charge: +1. For the HOMO-LUMO gap (spin up / spin down), the calculation gives 7.16 / 9.16 eV. The calculation puts the total energy at -26177.7186 eV. As for the spin multiplicity: 8. As for the largest force on an atom: 5.31 eV Å⁻¹.

These are the Mulliken partial charges, in e, on atoms 1 to 6: -0.65 0.38 -0.53 -0.59 0.40 0.35

---

ORCA calculation (ωB97M-V/def2-TZVPD) on C21H25N5O5 as an isolated structure.

Structure (XYZ):
```
56
Properties=species:S:1:pos:R:3:forces:R:3
C 1.48360 3.13161 -1.76184 -2.23 1.36 -1.12
H 1.27623 2.23958 -2.44064 0.99 1.23 0.76
O 0.72934 2.88830 -0.53901 2.34 2.99 -3.68
C 1.11853 1.82530 0.12658 6.54 -1.07 -4.17
C 0.18350 1.54975 0.87438 -6.98 -5.40 12.10
C 0.38301 0.40974 1.89370 -2.68 0.66 -0.36
C 1.56725 -0.34668 1.88268 -5.22 -2.21 1.19
C 2.39409 -0.21043 0.81448 2.12 2.00 -1.22
C 2.33375 0.89810 0.01396 -2.95 3.30 -0.04
O 3.28165 1.38887 -0.81571 1.60 -3.92 0.77
C 4.41679 0.32393 -0.82781 -5.54 1.92 -11.14
H 4.18346 -0.67595 -1.28140 0.00 1.02 1.33
H 5.03451 0.57239 -0.20185 5.91 1.16 8.21
H 4.97892 0.90712 -1.65311 -0.60 -1.45 0.31
H 3.28384 -0.78518 0.74564 0.52 -0.66 0.03
C 1.60145 -1.66772 2.75541 -3.83 -0.57 -4.63
H 2.06488 -1.31218 3.56022 2.37 0.00 3.76
H 0.55390 -1.95365 2.98737 0.32 0.95 0.39
C 2.05631 -2.96987 1.99728 7.83 3.55 6.36
N 1.81528 -3.07377 0.74783 0.19 -1.09 -10.92
C 2.67234 -3.14473 -0.47510 6.48 -0.76 11.80
O 3.96895 -3.20513 -0.09919 -6.10 0.32 -3.92
C 1.95107 -3.14098 -1.67197 0.63 0.03 -6.94
N 1.21931 -1.91259 -1.72847 -6.15 0.10 -1.11
N -0.07218 -1.97139 -1.31519 -1.80 6.54 2.10
C -0.46347 -0.52572 -1.59519 7.24 -4.95 -3.86
N 0.51356 0.10433 -2.63128 -1.59 -8.55 4.61
N 1.29496 -1.04875 -2.65396 4.78 5.22 -3.13
C -1.43522 0.19675 -1.04706 -3.60 5.90 -2.62
C -1.89778 1.45839 -1.61243 3.29 -1.92 -1.74
C -3.05677 1.95697 -1.15575 3.09 9.24 -8.02
C -3.75164 1.48454 -0.26118 -7.50 -4.19 12.07
C -3.44412 0.25594 0.44309 0.39 0.59 -1.90
C -2.25516 -0.31985 -0.17689 -4.69 -4.49 7.29
H -1.96182 -1.32200 0.26538 -0.30 1.18 -0.56
O -4.30787 -0.31250 1.54033 0.52 7.39 -6.43
C -3.97126 -1.47973 1.85694 3.05 -0.04 13.31
H -2.84796 -1.31005 2.70558 -2.06 -1.20 -2.82
H -3.95091 -2.27278 1.31506 0.33 -4.76 -4.07
H -4.56875 -1.67778 2.91338 0.74 -0.18 -2.89
O -4.85261 2.28105 0.53191 5.64 -16.30 2.54
C -5.08010 3.36463 0.18347 -7.58 8.25 -8.63
H -6.00012 3.66546 0.54140 -1.79 1.55 1.20
H -5.42355 3.45091 -1.15643 0.26 -0.29 2.29
H -4.39688 4.00805 0.04786 5.43 5.37 0.15
H -3.37427 3.13292 -1.62059 0.69 -3.68 1.44
H -1.33169 1.94509 -2.46179 -0.71 -0.63 1.29
H 2.67346 -2.82630 -2.57958 -0.97 -1.76 1.86
H 1.28788 -4.08094 -1.94169 1.42 2.00 0.76
H 0.91016 -2.97271 0.48107 -3.49 0.32 -0.99
H 3.23387 -2.80693 1.95627 -1.68 -0.79 0.62
H 1.94278 -3.86127 2.53683 -0.57 -1.19 1.26
H -0.71695 0.09519 2.54355 3.93 0.95 -1.70
H -0.68965 2.23404 1.19919 1.43 -1.19 -1.42
H 0.89949 4.04081 -2.23068 1.48 -1.60 0.81
H 2.54262 3.37778 -1.52508 -0.92 -0.27 -0.57
```
Positions in Å, forces in eV/Å.

For the relative energy (zero: lowest compared OMol25 entry of this formula, charge and spin), the calculation gives 500.35 kcal per mole. For the HOMO-LUMO gap, the calculation gives 6.81 eV. The calculation puts the total energy at -39847.6003 eV. As for the spin multiplicity: 1. As for the largest force on an atom: 17.43 eV Å⁻¹.

These are the Mulliken partial charges, in e, on atoms 1 to 6: -0.69 0.29 -0.49 0.21 0.31 -0.69

---

ORCA calculation (ωB97M-V/def2-TZVPD) on an isolated ion of composition C7H15N2O and charge +1.

Structure (XYZ):
```
25
Properties=species:S:1:pos:R:3:forces:R:3
C 1.43827 0.05029 -1.46535 1.27 -1.64 0.23
C -0.69663 -0.11711 -0.10670 -0.37 -0.24 3.49
C 0.31467 -1.01657 0.69152 -0.56 -0.23 1.15
C -0.66356 -1.85006 1.60533 2.59 -1.26 0.51
C 1.35094 -0.10196 1.45448 0.56 -1.59 -0.56
C -0.63284 0.33873 -2.49332 -0.57 -0.29 -1.80
C 0.11781 2.02685 -0.83938 2.38 3.29 -0.87
N 0.84445 -1.98005 -0.17954 0.41 1.28 -1.66
N 0.03109 0.62131 -1.18789 -1.48 -0.64 -0.21
O 2.25796 0.50848 -2.15531 -1.19 -0.11 0.81
H -1.58060 -0.80541 -0.32619 1.33 1.43 -0.86
H -1.03504 0.63082 0.74050 0.41 -1.16 -2.19
H -1.06964 -1.20575 2.30577 -0.95 1.15 1.60
H -0.29004 -2.78356 2.11062 0.74 1.37 -0.11
H -1.39930 -2.34603 1.07625 -1.83 -0.28 -1.73
H 1.99767 -0.66311 2.20223 -0.79 0.43 -1.11
H 0.79095 0.62068 2.02742 0.14 0.61 0.02
H 2.05275 0.32851 0.65718 -0.86 -0.20 1.37
H -0.76048 -0.75965 -2.51124 -0.92 0.65 0.19
H -1.52056 1.02791 -2.58636 0.67 -1.30 0.14
H 0.00758 0.44046 -3.41014 -0.12 0.81 1.20
H -0.78976 2.57370 -0.48000 0.64 -1.27 0.06
H 1.05929 2.16754 -0.20145 -1.80 -0.08 -0.36
H 0.39956 2.58077 -1.77567 -0.22 -0.55 0.66
H 1.78010 -2.22350 0.11630 0.54 -0.16 0.03
```
Positions in Å, forces in eV/Å.

As for the total charge: +1. For the relative energy (zero: lowest compared OMol25 entry of this formula, charge and spin), the calculation gives 151.93 kcal per mole. For the HOMO-LUMO gap (spin up / spin down), the calculation gives 9.21 / 8.50 eV. The calculation puts the total energy at -12518.0764 eV. As for the spin multiplicity: 1. As for the largest force on an atom: 4.15 eV Å⁻¹.

These are the Mulliken partial charges, in e, on atoms 1 to 6: 0.05 -0.98 1.33 -1.75 -1.24 -0.98

---

ORCA calculation (ωB97M-V/def2-TZVPD) on a 8-piece molecular cluster, C4H25N2O7 overall.

Structure (XYZ):
```
38
Properties=species:S:1:pos:R:3:forces:R:3
C 2.39112 1.63313 0.77259 0.30 -0.73 0.80
C 1.21869 2.42689 0.24618 -0.56 1.62 -0.73
C 0.55296 1.76835 -0.98442 -0.39 0.42 0.37
N -0.28932 0.61163 -0.52332 1.16 0.46 -2.25
C -0.65182 -0.31894 -1.39377 -0.91 -0.85 0.13
N -1.59138 -1.23247 -1.04493 0.96 3.46 2.49
H 2.11050 0.57348 0.92017 -0.08 0.35 0.01
H 3.28580 1.58745 0.13787 -0.32 0.43 -0.10
H 2.70605 2.01093 1.75541 0.03 -0.07 -0.30
H 0.44912 2.58917 1.05495 0.65 -0.29 -0.74
H 1.51107 3.49660 -0.05748 -0.21 -1.57 0.44
H -0.06336 2.48843 -1.56964 0.10 -0.54 0.70
H 1.32480 1.44898 -1.71137 -0.34 -0.38 0.54
H -0.71405 0.65624 0.38143 -0.16 0.06 0.28
H -0.22199 -0.30988 -2.45331 -0.75 -0.07 2.02
H -1.75247 -1.99660 -1.59704 -0.45 -1.99 -1.55
H -2.04737 -1.15604 -0.08563 0.79 -0.27 -1.70
H -3.18090 -0.79387 2.20575 -1.36 -0.53 0.82
H -1.66766 -0.63454 2.22417 0.07 0.08 0.04
O -2.47122 -0.50960 1.66774 1.30 0.28 -0.65
H 0.29286 -0.49994 3.68523 0.24 0.42 0.62
H 0.44963 -1.43028 2.47534 0.00 -0.08 0.09
O -0.20017 -0.92916 2.99903 -0.34 -0.19 -0.58
H -2.52536 1.47516 -1.44068 0.03 0.10 -1.25
H -2.71692 1.53688 -3.02089 -1.12 0.28 -0.76
O -2.09295 1.38594 -2.33919 0.70 0.05 1.35
H 2.02599 -1.58058 -1.11412 0.13 0.05 -0.10
H 1.05829 -2.08372 -0.03790 -0.03 0.26 -1.06
O 1.09288 -1.80273 -0.98451 0.10 -0.66 0.55
H 3.98120 -0.23226 -1.23173 0.18 0.25 -0.09
H 4.23239 -1.67242 -1.59348 2.14 -2.02 -2.04
O 3.71110 -1.13652 -1.08112 -1.95 1.78 2.11
H 1.35810 -3.40713 1.77674 -0.10 -0.82 0.20
H 2.40496 -2.33917 1.61810 2.68 0.42 0.06
O 1.49723 -2.48685 1.58949 -2.29 0.08 0.10
H -3.58367 2.25644 0.57745 -0.51 1.10 0.56
H -2.98054 0.87125 0.72442 0.11 -0.59 0.63
O -3.24152 1.53324 0.08737 0.19 -0.28 -1.03
```
Positions in Å, forces in eV/Å.

As for the total charge: +1. For the relative energy (zero: lowest compared OMol25 entry of this formula, charge and spin), the calculation gives 31.49 kcal per mole. For the HOMO-LUMO gap, the calculation gives 10.43 eV. The calculation puts the total energy at -21861.6021 eV. As for the spin multiplicity: 1. As for the largest force on an atom: 4.37 eV Å⁻¹.

These are the Mulliken partial charges, in e, on atoms 1 to 6: -0.64 -0.55 -0.59 0.62 -0.52 -0.14

---

ORCA calculation (ωB97M-V/def2-TZVPD) on C18H14Cl5IMnN2 as an isolated structure.

Structure (XYZ):
```
41
Properties=species:S:1:pos:R:3:forces:R:3
C 3.04760 4.16015 0.84929 0.46 0.05 0.27
C 4.10784 3.15348 0.38025 0.13 0.37 0.08
H 2.61180 4.69205 -0.00133 0.16 -0.04 0.25
H 3.46127 4.89739 1.55376 0.07 -0.17 -0.24
H 2.23176 3.65209 1.36500 0.18 0.14 -0.05
H 3.69018 2.42942 -0.32349 -0.07 0.05 0.03
H 4.93653 3.66825 -0.12837 -0.19 -0.17 0.12
H 4.53406 2.59582 1.22186 -0.05 0.07 -0.10
C -2.87914 1.48376 -0.79062 0.47 -0.46 -0.73
C -4.02833 1.43676 -1.57603 0.02 -0.07 0.04
C -4.13955 0.45640 -2.56459 0.21 0.08 0.39
C -3.10972 -0.47135 -2.69755 0.46 -0.08 0.02
H -2.75092 2.20356 0.01687 -0.01 -0.13 -0.27
H -4.82002 2.15790 -1.38488 0.12 -0.21 -0.12
H -5.02125 0.40422 -3.20263 0.19 -0.07 0.25
H -3.19923 -1.34613 -3.33565 -0.13 0.43 -0.16
N -1.83054 0.67428 -1.02985 -1.18 -0.45 -0.61
C -1.93140 -0.31050 -1.96055 -1.15 1.08 0.71
C -0.79813 -1.24279 -2.01520 1.32 -0.64 0.66
N 0.24399 -0.94960 -1.17661 0.29 -1.56 -1.12
C 1.26601 -1.83913 -1.04657 -0.96 0.45 -0.81
C 0.32160 -3.24228 -2.76093 -0.24 0.29 0.35
C 1.36125 -2.96293 -1.86506 -0.09 0.10 0.00
H 2.01769 -1.61726 -0.28897 -0.18 0.06 -0.21
H 2.24010 -3.60426 -1.77995 -0.35 0.15 -0.08
C -0.80841 -2.41937 -2.77194 0.13 0.22 0.19
H -1.72268 -2.68005 -3.31357 0.66 0.02 -0.04
H 0.35844 -4.10703 -3.42069 0.04 0.11 0.26
Mn 0.02346 0.74724 0.04224 -0.06 0.49 0.21
I 0.16173 3.26468 -0.41271 -0.30 0.56 -0.43
Cl -2.30610 -1.73258 0.89529 -0.42 -0.02 -0.24
C -1.04612 -1.39120 2.01370 1.32 -0.07 1.53
C -0.09026 -0.40556 1.76052 -0.20 -0.18 0.13
C 0.97427 -0.25615 2.63983 -0.71 -1.11 0.68
Cl 2.19237 0.92167 2.26614 0.14 0.05 -0.02
C 1.10804 -1.06085 3.78691 -0.64 -0.07 -0.56
Cl 2.48098 -0.90925 4.78509 0.28 -0.02 0.39
C 0.10628 -2.01128 4.07915 -0.22 0.70 -1.13
Cl 0.19481 -2.96320 5.48696 0.09 -0.21 0.34
C -0.97889 -2.17505 3.18533 0.70 0.75 -0.21
Cl -2.21136 -3.30129 3.51951 -0.27 -0.45 0.27
```
Positions in Å, forces in eV/Å.

Its expectation value of S² is 8.76. For the relative energy (zero: lowest compared OMol25 entry of this formula, charge and spin), the calculation gives 0.00 kcal per mole. For the HOMO-LUMO gap (spin up / spin down), the calculation gives 6.67 / 6.90 eV. The calculation puts the total energy at -123908.1685 eV. As for the spin multiplicity: 6. As for the largest force on an atom: 2.02 eV Å⁻¹.

These are the Mulliken partial charges, in e, on atoms 1 to 6: -0.73 -0.68 0.24 0.30 0.15 0.13